Entry 1:
{
  "formula": "C18H29ClN2O3S",
  "method": "the ωB97M-V functional and the def2-TZVPD basis",
  "species": ["C", "O", "C", "C", "C", "C", "C", "Cl", "C", "C", "C", "S", "O", "O", "N", "C", "C", "C", "C", "C", "N", "C", "C", "C", "C", "H", "H", "H", "H", "H", "H", "H", "H", "H", "H", "H", "H", "H", "H", "H", "H", "H", "H", "H", "H", "H", "H", "H", "H", "H", "H", "H", "H", "H"],
  "coordinates": [[-4.07803, 1.91245, -0.98834], [-3.27067, 1.04853, -0.22032], [-2.48094, 1.56739, 0.73908], [-2.31088, 2.92979, 0.96132], [-1.45390, 3.38955, 1.95107], [-1.27074, 4.85422, 2.18980], [-0.76910, 2.45129, 2.71241], [0.31035, 3.01558, 3.94221], [-0.91939, 1.07248, 2.53169], [-0.14530, 0.14375, 3.41066], [-1.78835, 0.64704, 1.53646], [-2.15868, -1.06411, 1.10525], [-3.57265, -1.27475, 1.09567], [-1.38180, -1.98545, 1.89476], [-1.61072, -1.06173, -0.46624], [-0.16992, -1.15245, -0.60302], [0.29480, -0.37328, -1.83068], [1.83241, -0.41407, -1.97498], [2.21069, 0.08464, -3.37576], [2.49690, 0.51893, -0.95445], [2.36615, -1.76619, -1.85572], [1.86216, -2.66281, -0.81791], [2.25522, -4.08430, -1.23905], [2.54203, -2.37013, 0.52505], [0.32658, -2.59367, -0.67574], [-4.75322, 2.49871, -0.35819], [-4.66468, 1.26004, -1.63218], [-3.47354, 2.58489, -1.60617], [-2.84179, 3.65368, 0.36460], [-1.87687, 5.43832, 1.50344], [-0.22465, 5.12877, 2.06203], [-1.55123, 5.10551, 3.21160], [0.92147, 0.34763, 3.31629], [-0.34365, -0.89004, 3.15571], [-0.41775, 0.31322, 4.45184], [-2.14429, -1.66680, -1.06927], [0.21347, -0.67582, 0.30326], [-0.04667, 0.65982, -1.75886], [-0.16500, -0.82012, -2.71619], [3.29101, 0.06402, -3.49281], [1.76777, -0.54445, -4.14598], [1.86053, 1.10261, -3.52493], [2.33370, 1.55524, -1.24028], [3.56523, 0.32456, -0.93412], [2.10060, 0.38059, 0.04457], [2.26002, -2.22875, -2.75171], [1.91478, -4.80464, -0.50034], [1.81067, -4.34418, -2.19858], [3.33609, -4.15606, -1.32906], [2.41030, -3.21632, 1.19400], [3.60425, -2.20877, 0.36446], [2.12462, -1.49681, 1.01188], [0.01172, -3.12288, 0.22391], [-0.13912, -3.07466, -1.54212]],
  "lumo_energy_ev": 0.509,
  "molar_mass_g_mol": 388.96,
  "total_energy_ev": -51617.1203,
  "gap_ev": 9.18,
  "charge": 0,
  "homo_energy_ev": -8.7,
  "max_force_ev_per_a": 0.837,
  "smiles": "COc1cc(C)c(Cl)c(C)c1S(=O)(=O)NC1CC(C)(C)NC(C)(C)C1"
}


Entry 2:
{
  "formula": "C41H34Cl4N3O4SrTe",
  "method": "the ωB97M-V functional and the def2-TZVPD basis",
  "species": ["Sr", "C", "C", "C", "C", "C", "O", "C", "C", "C", "C", "C", "C", "C", "O", "C", "C", "C", "N", "C", "C", "Te", "C", "C", "C", "C", "C", "C", "C", "C", "C", "C", "C", "C", "H", "H", "H", "H", "H", "H", "H", "H", "H", "H", "H", "H", "H", "H", "H", "H", "H", "H", "H", "H", "H", "H", "H", "H", "Cl", "C", "C", "Cl", "C", "Cl", "C", "O", "C", "O", "C", "Cl", "N", "C", "N", "C", "C", "C", "C", "C", "H", "H", "H", "H", "H", "H", "H", "H", "H", "H"],
  "coordinates": [[0.36817, -0.13521, 0.11264], [0.00118, 3.59440, 6.39980], [-0.09004, 2.55494, 5.31775], [0.42976, 1.28652, 5.48116], [0.35974, 0.29236, 4.49991], [0.95415, -1.02449, 4.77735], [1.23610, -1.85824, 3.93532], [1.30989, -1.35289, 6.21208], [0.32965, -1.42876, 7.19429], [0.65935, -1.82239, 8.48365], [1.97651, -2.12071, 8.80313], [2.95847, -2.03979, 7.82640], [2.62505, -1.66799, 6.53195], [-0.27855, 0.55782, 3.24315], [-0.42495, -0.31123, 2.34014], [-0.81500, 1.90418, 3.06766], [-0.71177, 2.82558, 4.09827], [-1.50010, 2.35361, 1.82161], [-1.30272, 1.81945, 0.67961], [-2.06844, 2.11813, -0.52350], [-3.20481, 1.12208, -0.72036], [-2.77226, -0.98579, -0.58574], [-3.55260, -1.34798, 1.34716], [-4.31113, -0.45646, 2.09408], [-4.67651, -0.76467, 3.39820], [-4.29683, -1.96732, 3.97231], [-3.54872, -2.86687, 3.22740], [-3.17867, -2.55560, 1.92832], [-2.46911, 3.48984, 1.98580], [-2.19177, 4.73691, 1.43556], [-3.09628, 5.77964, 1.57768], [-4.28556, 5.58054, 2.26348], [-4.56410, 4.33910, 2.81766], [-3.65433, 3.30019, 2.68847], [0.66863, 3.26364, 7.19677], [-0.96975, 3.80338, 6.85767], [0.38949, 4.54304, 6.02281], [0.93125, 1.05666, 6.41490], [-0.69415, -1.17606, 6.94524], [-0.11340, -1.88904, 9.23928], [2.23689, -2.41712, 9.81169], [3.98807, -2.27152, 8.06944], [3.38223, -1.62619, 5.75945], [-1.12492, 3.81732, 3.94607], [-1.39054, 2.04662, -1.37561], [-2.51959, 3.11576, -0.51152], [-3.62830, 1.24774, -1.71577], [-4.00796, 1.28102, -0.00219], [-4.62743, 0.49303, 1.68303], [-5.25876, -0.05343, 3.97218], [-4.57087, -2.19912, 4.99360], [-3.22679, -3.80546, 3.66155], [-2.55730, -3.25893, 1.38295], [-1.26334, 4.88364, 0.89687], [-2.86838, 6.74687, 1.14830], [-4.99233, 6.39366, 2.36971], [-5.48760, 4.18028, 3.36032], [-3.84694, 2.33568, 3.14375], [3.60359, 3.04129, -5.42613], [2.48509, 2.10051, -4.48352], [1.39536, 1.51235, -5.08139], [1.10587, 1.69760, -6.78429], [0.51312, 0.75657, -4.29262], [-0.88446, 0.01266, -5.02536], [0.68526, 0.55513, -2.92287], [-0.15752, -0.16674, -2.23370], [1.83336, 1.20114, -2.28457], [2.02336, 1.08544, -1.00737], [2.68785, 1.94294, -3.10459], [4.05051, 2.70094, -2.33344], [1.53672, -2.52418, 0.02289], [0.89408, -3.48694, 0.00927], [0.14671, -4.56446, -0.03931], [-0.02465, -5.41599, 1.13658], [0.08005, -6.87448, 0.71592], [-0.89500, -7.17304, -0.42056], [-0.66566, -6.23900, -1.60672], [-0.75893, -4.78518, -1.16936], [-1.01135, -5.21670, 1.57489], [0.72199, -5.13248, 1.87605], [-0.11674, -7.51650, 1.57674], [1.10509, -7.07024, 0.38912], [-1.91988, -7.04005, -0.05513], [-0.80837, -8.21513, -0.73338], [-1.39575, -6.42650, -2.39598], [0.32647, -6.41187, -2.03243], [-1.78214, -4.54577, -0.85029], [-0.49142, -4.08620, -1.96029]],
  "lumo_energy_ev": 1.959,
  "molar_mass_g_mol": 989.77,
  "total_energy_ev": -113953.1248,
  "gap_ev": 5.54,
  "charge": -1,
  "homo_energy_ev": -3.6,
  "max_force_ev_per_a": 0.709
}